(1)
The following is a quantum chemistry calculation of 2 unconnected molecules or ions with the total composition C3H6N2 in a non-equilibrium geometry, from the OMol25 dataset.

Results
Kohn-Sham gap (spin up / spin down): 0.320 / 0.317 hartree
energy relative to the best compared isomer or geometry (same formula, charge and spin): 94.7 kcal per mole

```
11
Properties=species:S:1:pos:R:3:forces:R:3
C 2.00280 0.01849 -0.22624 -0.66 1.15 0.42
C -1.53223 -0.47577 -0.18621 0.92 -2.70 0.47
C 1.07914 1.02737 0.03052 -2.91 -0.41 3.02
N 2.71878 -0.82801 -0.46054 1.51 -1.82 -0.48
N -0.64326 -0.03070 0.88247 1.79 0.40 -1.42
H -1.11338 -1.27319 -0.87311 0.22 1.31 0.01
H -2.19062 -1.21924 0.34327 -0.47 1.29 -0.22
H -1.97549 0.32562 -0.70948 -0.87 0.60 -0.47
H 1.19592 1.80588 0.79810 0.50 -1.19 0.46
H 0.77607 1.63403 -0.75764 -0.99 0.12 -2.03
H -0.31773 -0.98447 1.15886 0.96 1.26 0.24
```
Forces are in eV/Å.



(2)
The following is a quantum chemistry calculation of C20H23N5O5S in the gas phase in a non-equilibrium geometry, from the OMol25 dataset.

Results
Kohn-Sham gap: 0.339 hartree
SMILES: CCOC(=O)[C@H](C)Sc1nnc(Cc2cc(=O)[nH]c(=O)[nH]2)n1-c1ccc(OCC)cc1
energy relative to the best compared isomer or geometry (same formula, charge and spin): 27.0 kcal per mole

```
54
Properties=species:S:1:pos:R:3:forces:R:3
C 0.10602 -3.44121 -3.75844 0.35 0.22 0.14
C 1.13920 -2.32570 -3.77942 -0.52 0.12 -0.30
H 1.71957 -2.34151 -4.70306 -0.04 0.03 0.11
H 0.64643 -1.35638 -3.66383 0.19 -0.14 -0.04
O 2.11092 -2.50323 -2.73639 0.33 -0.25 -0.14
C 1.81066 -2.05555 -1.53189 0.13 0.14 0.30
O 0.79743 -1.47083 -1.24047 -0.27 -0.10 -0.24
C 2.93834 -2.38596 -0.55966 -0.12 0.36 0.22
C 3.04430 -3.88751 -0.33840 0.01 0.11 0.11
H 3.24511 -4.38150 -1.28606 0.02 -0.03 -0.01
H 2.11631 -4.27536 0.07735 -0.06 -0.09 0.02
H 3.85266 -4.10473 0.35542 0.06 -0.07 0.03
H 3.87015 -1.97841 -0.95796 -0.15 -0.09 -0.04
S 2.61500 -1.54093 1.03570 0.27 -0.48 -0.06
C 2.45413 0.04763 0.35414 0.11 0.03 0.15
N 3.16468 0.52356 -0.63301 0.38 -0.91 0.36
N 2.64668 1.71522 -0.96387 -0.43 1.15 -0.40
C 1.65185 1.96651 -0.16044 0.15 0.05 0.19
N 1.47858 0.92931 0.71671 0.62 0.16 -0.56
C 0.43630 0.78009 1.65795 -0.43 -0.19 0.44
C -0.53273 -0.19134 1.45644 0.18 0.15 0.07
C -1.61610 -0.27841 2.30855 -0.20 -0.05 0.21
C -1.73772 0.60451 3.38039 0.25 0.14 -0.06
C -0.73501 1.55772 3.59044 -0.27 -0.03 0.05
C 0.34120 1.65075 2.73654 0.04 -0.21 -0.17
H 1.10817 2.39339 2.90159 0.09 0.06 0.01
H -0.83130 2.22219 4.43421 -0.02 0.08 0.10
O -2.74585 0.62085 4.27971 0.25 0.17 0.05
C -3.89148 -0.19111 4.08119 -0.49 -0.16 -0.11
C -4.83026 0.37013 3.01892 0.39 -0.06 0.20
H -5.70841 -0.26461 2.93988 -0.12 -0.08 -0.02
H -4.35046 0.42692 2.04462 -0.02 0.00 -0.07
H -5.14657 1.37130 3.30080 -0.06 0.09 0.02
H -3.59859 -1.22118 3.84677 0.02 0.08 0.08
H -4.38697 -0.19058 5.05649 0.10 -0.09 -0.14
H -2.36519 -1.02797 2.11496 -0.12 -0.05 -0.01
H -0.44139 -0.86298 0.61707 0.03 -0.04 -0.11
C 0.64233 3.04783 -0.34017 0.00 -0.19 0.00
C -0.55399 2.32379 -0.89613 -0.74 0.20 0.30
C -1.71887 2.16748 -0.23586 0.21 0.29 -0.13
C -2.73115 1.26134 -0.73533 0.28 0.09 -0.09
O -3.77461 0.98651 -0.18438 -0.27 -0.05 0.08
N -2.39397 0.65558 -1.94358 -0.32 -0.27 -0.08
C -1.22704 0.79642 -2.64976 0.18 0.23 0.11
O -0.99092 0.20724 -3.67589 -0.01 -0.23 -0.40
N -0.34197 1.69079 -2.08819 0.24 0.03 -0.20
H 0.56906 1.76515 -2.52747 -0.12 -0.16 0.00
H -3.06069 -0.01149 -2.31569 0.14 0.12 0.04
H -1.90883 2.65129 0.70617 0.06 0.01 0.15
H 0.39117 3.53549 0.60016 -0.07 0.04 -0.09
H 1.03716 3.77769 -1.04752 0.00 -0.01 0.03
H -0.59128 -3.29374 -4.57724 -0.11 -0.02 -0.10
H -0.44650 -3.41929 -2.82210 -0.08 0.00 0.05
H 0.58629 -4.41137 -3.86484 0.00 -0.10 -0.04
```
Forces are in eV/Å.



(3)
The following is a quantum chemistry calculation of a molecular structure, C20H12N5O4PtS2, from the OMol25 dataset.

Results
total charge: -1
Kohn-Sham gap: 0.230 hartree
energy relative to the best compared isomer or geometry (same formula, charge and spin): 2.4 kcal per mole

```
44
Properties=species:S:1:pos:R:3:forces:R:3
Pt 0.49360 -1.30096 -0.23152 0.09 -0.42 -0.23
S 0.00510 -3.54773 -0.32265 -0.33 0.41 0.03
C -1.05738 -3.48386 -1.72683 0.16 -0.14 0.08
C -2.09498 -4.38997 -1.88814 -0.01 -0.08 0.03
C -2.93304 -4.33930 -2.99988 -0.11 -0.18 0.08
C -4.02899 -5.26673 -3.10321 0.14 0.16 0.00
N -4.90717 -6.00691 -3.16485 0.00 -0.04 0.00
C -2.70937 -3.37048 -3.98236 -0.05 0.10 -0.21
C -1.65206 -2.47652 -3.83560 0.03 0.02 -0.07
C -0.82622 -2.51103 -2.71888 0.21 -0.01 -0.08
S 0.52085 -1.39696 -2.53694 -0.40 0.19 0.23
C -3.57153 -3.27153 -5.13167 0.10 -0.06 0.18
N -4.26107 -3.19059 -6.04842 0.01 0.02 -0.04
H -2.26776 -5.14053 -1.12751 -0.02 0.01 0.00
H -1.48016 -1.72647 -4.59667 -0.02 0.00 0.00
O 1.20698 1.41300 1.77116 0.02 -0.04 -0.02
C 1.14507 1.58214 0.55688 0.03 0.11 0.04
O 0.84715 0.74288 -0.35776 0.11 0.01 -0.07
C 1.45240 2.97023 0.00127 -0.06 -0.05 0.02
C 1.74602 4.00002 0.88727 0.02 0.02 0.01
C 2.03049 5.27084 0.41877 0.02 0.06 0.06
C 2.01387 5.48780 -0.94754 0.02 0.08 -0.04
C 1.72291 4.48253 -1.85242 0.00 0.01 -0.09
C 1.44020 3.21598 -1.36765 0.00 0.00 0.00
N 2.31952 6.84066 -1.45613 -0.04 -0.16 0.06
O 2.57339 7.70980 -0.64305 0.00 0.01 -0.02
O 2.30177 7.01447 -2.65920 0.01 0.02 0.01
H 1.74759 3.77683 1.94536 0.00 0.00 0.00
H 2.26383 6.08903 1.08397 -0.01 -0.02 0.01
H 1.72085 4.70296 -2.90974 0.00 -0.03 0.01
H 1.20534 2.39949 -2.03677 0.00 0.01 0.00
N 0.11629 -1.17684 5.99125 0.05 0.12 -0.04
C 0.19566 -1.22003 4.62393 0.00 -0.03 0.06
C -0.88953 -0.86462 3.82284 -0.01 0.03 0.01
C -0.76142 -0.91478 2.45454 -0.04 -0.01 0.00
N 0.35944 -1.29687 1.84157 0.14 -0.04 0.02
C 1.40690 -1.62547 2.60274 -0.05 0.00 0.02
C 1.37273 -1.60138 3.97730 0.00 0.01 0.01
H -0.77387 -1.04590 6.43291 -0.01 -0.04 0.00
H 0.85028 -1.57868 6.54294 -0.02 -0.03 0.00
H -1.81967 -0.53322 4.26569 -0.02 -0.03 -0.02
H -1.58264 -0.63938 1.80801 0.01 0.00 -0.01
H 2.30188 -1.91914 2.07275 0.01 0.02 -0.01
H 2.25675 -1.86279 4.54423 0.00 -0.03 -0.02
```
Forces are in eV/Å.



(4)
The following is a quantum chemistry calculation of a molecular structure, C11H9N2O4Se3TcTe, from the OMol25 dataset.

Results
2S+1: 4
⟨S²⟩: 3.782
total charge: +1
Kohn-Sham gap (spin up / spin down): 0.231 / 0.204 hartree
energy relative to the best compared isomer or geometry (same formula, charge and spin): 20.9 kcal per mole

```
31
Properties=species:S:1:pos:R:3:forces:R:3
Tc -1.64760 0.75130 1.37813 0.65 -0.32 -0.39
Se -2.76423 1.19329 3.39861 -0.14 -0.04 0.05
Se -4.73855 -0.10575 3.58495 -0.04 -0.02 0.03
Te -5.16447 -0.80065 1.28317 -0.48 0.00 0.11
Se -2.94984 -1.02263 0.31003 0.21 -0.20 -0.08
O -2.17368 3.55641 -1.50350 0.11 -0.08 -0.14
C -1.65765 2.56556 -1.09355 -0.24 -0.16 0.34
O -2.15850 1.91548 0.00569 -0.01 0.55 0.12
C -0.49099 1.85670 -1.68436 0.02 0.18 -0.34
C -0.25261 1.96133 -3.04679 -0.09 -0.02 0.12
C 0.77916 1.24862 -3.66607 0.06 -0.07 0.11
C 1.55222 0.44987 -2.85946 -0.03 0.01 0.11
O 2.60696 -0.33777 -3.19535 -0.05 0.04 -0.08
C 3.08043 -0.94005 -1.99744 0.10 -0.05 0.02
O 2.24783 -0.47260 -0.91506 -0.08 0.00 -0.03
C 1.33676 0.36963 -1.48970 0.07 0.00 -0.15
C 0.33687 1.06797 -0.87900 0.00 -0.12 0.15
H -0.90205 2.59492 -3.63417 -0.01 0.02 -0.01
H 0.95696 1.31561 -4.72805 0.01 0.01 -0.05
H 4.10808 -0.62465 -1.81256 -0.04 -0.06 -0.01
H 2.98586 -2.02436 -2.07429 0.05 0.04 0.01
H 0.28489 1.08540 0.21202 0.06 0.05 0.01
N 0.60288 -1.36130 1.56494 -0.11 -0.05 0.10
C 1.23223 -2.27585 2.31426 -0.04 0.07 -0.07
C 0.67704 -2.23694 3.57382 -0.02 0.02 -0.02
C -0.30269 -1.25079 3.50206 -0.02 0.05 0.05
N -0.34760 -0.71392 2.27978 -0.07 0.18 -0.02
H 0.77401 -1.16043 0.59016 0.05 0.07 0.01
H 2.02241 -2.87583 1.89890 0.03 -0.03 0.00
H 0.94537 -2.83548 4.42407 0.00 -0.02 0.03
H -0.97950 -0.89311 4.25876 0.02 -0.02 0.02
```
Forces are in eV/Å.



(5)
The following is a quantum chemistry calculation of C10H10O in the gas phase, from the OMol25 dataset.

Results
Kohn-Sham gap: 0.377 hartree
SMILES: C#CCOCc1ccccc1
energy relative to the best compared isomer or geometry (same formula, charge and spin): 66.1 kcal per mole

```
21
Properties=species:S:1:pos:R:3:forces:R:3
C 1.12659 1.52445 2.60196 0.03 0.11 0.06
C 1.39572 0.18220 2.39311 0.04 -0.09 0.02
C 0.11927 2.14478 1.88285 0.00 0.11 0.08
C 0.64911 -0.53904 1.47952 -0.04 -0.01 -0.02
C -0.62600 1.42420 0.96489 -0.01 -0.13 -0.02
C -0.37284 0.07423 0.76566 0.00 -0.03 -0.17
C -1.20099 -0.74503 -0.19539 -0.17 0.05 -0.14
C -0.26341 -1.08831 -3.27794 -0.48 0.00 0.21
C 0.38223 -1.10327 -1.96698 0.33 -0.01 0.38
C -0.89801 -1.10637 -4.29267 0.39 0.05 0.24
O -0.43223 -1.66595 -0.94609 0.14 -0.17 -0.18
H 1.70131 2.08576 3.32443 0.05 0.05 0.03
H 2.18366 -0.30622 2.94770 0.07 -0.03 0.05
H -0.08668 3.19403 2.03649 -0.01 0.08 0.01
H 0.84783 -1.58652 1.30661 0.05 -0.10 0.01
H -1.41205 1.91174 0.40567 -0.08 0.04 -0.08
H 1.27431 -1.73909 -2.02368 -0.09 0.22 0.04
H 0.69513 -0.08304 -1.69831 0.04 -0.21 -0.02
H -1.39976 -1.12107 -5.21480 -0.30 -0.01 -0.46
H -1.77955 -0.08896 -0.86120 0.02 -0.06 0.09
H -1.90363 -1.36853 0.36818 0.03 0.12 -0.12
```
Forces are in eV/Å.



(6)
The following is a quantum chemistry calculation of 9 unconnected molecules or ions with the total composition C20H59NO10 in a non-equilibrium geometry, from the OMol25 dataset.

Results
Kohn-Sham gap: 0.341 hartree
SMILES: COCCNCCOC.CC(C)O.CC(C)O.CC(C)O.CO.CO.CO.CO.CO
energy relative to the best compared isomer or geometry (same formula, charge and spin): 0.0 kcal per mole

```
90
Properties=species:S:1:pos:R:3:forces:R:3
C 7.61982 -21.20252 29.61223 0.58 0.88 0.06
O 8.88138 -21.76940 29.32241 -0.04 -0.15 0.00
H 7.46374 -20.44688 28.83784 -0.40 -0.37 -0.22
H 6.82341 -21.94392 29.66434 -0.14 0.04 -0.16
H 7.62096 -20.60011 30.53249 0.05 -0.42 0.20
H 9.02157 -22.52018 29.91310 -0.11 0.03 0.19
C 3.67907 -22.24547 30.59175 0.04 0.14 0.09
O 3.29326 -21.55673 31.77555 0.08 -0.38 0.60
H 4.62624 -21.82976 30.24254 -0.09 -0.04 -0.27
H 3.82055 -23.29868 30.83428 -0.01 0.02 0.08
H 2.91139 -22.19030 29.81779 0.06 0.12 -0.05
H 2.63754 -20.86828 31.62324 0.12 0.24 -0.29
C 1.75126 -17.69727 31.28743 0.79 0.17 0.00
O 1.73751 -19.12108 31.17249 -0.26 0.21 -0.38
H 0.79314 -17.29214 31.61109 -0.05 -0.06 0.01
H 2.53482 -17.42816 31.99510 -0.19 -0.11 0.21
H 2.06569 -17.23481 30.34557 -0.26 -0.03 -0.03
H 1.27056 -19.29401 30.34899 -0.04 -0.29 0.05
C 5.09816 -21.94435 35.00819 -0.26 0.24 0.34
O 5.32134 -21.05555 33.93086 0.02 -0.10 0.03
H 5.81710 -22.76676 35.02227 -0.02 -0.06 -0.07
H 5.18207 -21.39105 35.94747 0.14 -0.04 -0.05
H 4.07894 -22.34524 34.99346 0.08 -0.14 -0.02
H 4.66771 -21.25993 33.25439 -0.03 0.14 -0.36
C 1.46337 -19.90820 34.24366 -0.39 0.53 -0.34
O 0.81047 -20.26298 35.45102 0.21 -0.17 0.04
H 0.73887 -19.71974 33.44333 0.02 -0.13 0.02
H 2.06200 -18.99581 34.33864 0.13 -0.13 0.14
H 2.11092 -20.71725 33.91829 0.04 -0.10 0.24
H 0.31085 -19.50230 35.75795 -0.01 -0.02 0.00
C 1.42989 -12.40803 28.16189 0.28 -0.62 0.17
O 2.24834 -13.29827 27.42138 -0.26 0.33 -0.14
C 3.06087 -14.07440 28.24786 0.28 0.12 0.20
C 4.13946 -14.77172 27.45554 0.15 -0.24 -0.01
N 3.65860 -15.53338 26.30343 0.26 -0.62 0.49
C 2.83900 -16.69137 26.69083 -0.19 0.39 -0.21
C 3.57727 -17.84909 27.35166 0.14 -0.07 0.05
O 3.64006 -18.95679 26.46514 -0.32 0.34 0.08
C 3.78571 -20.16915 27.14258 0.16 -0.68 -0.02
H 2.01773 -11.55343 28.50801 -0.13 0.18 -0.12
H 1.03460 -12.91216 29.05525 -0.11 0.04 -0.09
H 0.60182 -12.12660 27.52041 0.02 0.27 -0.01
H 2.43263 -14.78000 28.81391 0.10 -0.04 0.03
H 3.60146 -13.45414 28.98222 -0.22 0.02 0.05
H 4.69207 -15.38929 28.18918 -0.04 0.01 -0.07
H 4.85561 -14.03717 27.08397 -0.11 0.10 -0.02
H 4.49622 -15.93748 25.88970 -0.13 0.25 -0.37
H 2.34251 -17.06081 25.79259 0.06 -0.13 0.02
H 2.04052 -16.35368 27.35372 0.02 0.14 -0.07
H 3.07296 -18.12328 28.28990 0.02 -0.23 -0.10
H 4.60148 -17.55280 27.62065 -0.04 0.01 0.06
H 3.89387 -20.96945 26.40903 0.07 0.16 -0.10
H 2.89515 -20.42530 27.73464 0.07 0.22 0.15
H 4.67765 -20.18364 27.78146 -0.09 0.04 0.09
C 3.09677 -28.31289 32.22865 0.36 -0.74 -0.71
C 2.40989 -27.62103 31.08104 0.12 0.77 -0.77
C 3.31969 -26.64458 30.34514 0.20 0.10 -0.11
O 1.97719 -28.55796 30.07814 -0.21 -0.26 0.59
H 3.95861 -28.86974 31.83931 0.02 0.18 -0.01
H 2.45008 -29.08565 32.64486 -0.09 0.32 0.41
H 3.47505 -27.58157 32.93890 -0.24 -0.08 0.28
H 1.54804 -27.05432 31.45069 -0.09 -0.18 0.06
H 3.73010 -25.85991 30.98488 -0.05 -0.07 0.07
H 2.77357 -26.18120 29.52028 -0.08 0.10 0.12
H 4.12937 -27.20524 29.87078 0.09 -0.01 0.18
H 1.09743 -28.28942 29.80483 -0.01 -0.11 -0.11
C 1.41242 -24.49099 34.82654 -0.57 -0.27 0.72
C 1.60676 -24.50409 33.31231 0.84 -0.50 0.49
C 0.74014 -23.46831 32.63591 0.11 0.67 0.04
O 3.01524 -24.33793 33.03283 -0.43 0.23 -0.26
H 0.70994 -25.26533 35.15743 -0.09 0.12 -0.20
H 1.02089 -23.54863 35.22183 0.13 0.10 -0.21
H 2.33176 -24.71826 35.36683 0.16 0.04 -0.28
H 1.41753 -25.52099 32.96684 -0.19 0.10 -0.20
H 0.89665 -23.34040 31.56383 0.07 -0.43 -0.03
H 0.99849 -22.49962 33.07815 -0.15 -0.03 0.00
H -0.32078 -23.62821 32.82946 0.01 -0.15 0.01
H 3.22316 -23.41142 33.20592 0.05 0.07 -0.13
C 7.10969 -24.99170 29.92242 -0.96 0.35 -0.48
C 7.11767 -24.50123 31.34933 1.23 0.29 -0.08
C 7.11578 -25.60126 32.38784 -0.61 -0.10 -0.09
O 8.37406 -23.75890 31.45567 -0.52 -0.15 0.12
H 7.86379 -25.74636 29.71525 0.06 -0.02 0.10
H 7.23972 -24.14204 29.24683 0.38 -0.04 0.07
H 6.11547 -25.35810 29.64189 0.14 -0.34 0.24
H 6.29129 -23.80219 31.51274 -0.05 -0.04 0.03
H 6.26095 -26.25837 32.20165 0.12 -0.09 0.06
H 6.98556 -25.20977 33.39899 0.12 0.08 -0.01
H 8.04004 -26.17436 32.33369 0.00 -0.06 -0.05
H 8.54918 -23.63326 32.39308 0.08 0.16 0.02
```
Forces are in eV/Å.